(1)
Formula: C2H8F6Li2NO8S2
Source: the Open Molecules 2025 dataset
Level of theory: wB97M-V/def2-TZVPD

## Properties
total charge	+1
molar mass	366.09	g/mol
E_tot	-2148.0380	hartree

Geometry (Å):
Li  -2.18718  -2.55983  0.51086
Li  -0.49274  1.45935  -0.36389
C  1.04268  -2.45309  -2.14144
F  1.80069  -2.93190  -3.05748
F  0.37077  -1.37256  -2.67695
F  0.17998  -3.39852  -1.76901
S  2.06355  -1.73948  -0.63136
O  3.02132  -2.80380  -0.30143
O  2.55634  -0.44119  -1.10174
N  0.78936  -1.42046  0.54266
S  1.50934  -1.83906  1.87014
O  1.58139  -3.29402  1.95184
O  2.78985  -1.16066  2.00839
C  0.25953  -1.25397  3.28455
F  -0.99940  -1.40496  2.81448
F  0.48603  -2.05713  4.29561
F  0.45692  -0.03489  3.53444
O  -0.93685  3.09951  -3.21545
H  -0.56606  3.26748  -4.08178
H  -1.71046  3.66157  -3.17243
O  -2.37816  2.47304  2.09944
H  -2.28539  2.10340  2.97750
H  -2.71734  3.35615  2.24542
O  -3.65002  -0.38937  -1.76141
H  -3.68309  -0.40376  -2.71793
H  -4.56407  -0.30220  -1.49096
O  2.13515  3.68787  0.17775
H  2.89109  3.59874  -0.40264
H  2.23668  4.55381  0.57280

Charges obtained by natural (NBO) population analysis, quoted in units of e: Li 0.98; Li 0.98; C 0.78; F -0.27; F -0.35; F -0.33; S 2.09; O -0.84; O -0.90; N -1.30; S 2.12; O -0.93; O -0.90; C 0.79; F -0.37; F -0.28; F -0.28; O -0.96; H 0.49; H 0.48; O -0.97; H 0.49; H 0.49; O -0.97; H 0.49; H 0.48; O -0.96; H 0.48; H 0.48


(2)
Formula: C16H17N3OS
Source: the Open Molecules 2025 dataset
Level of theory: wB97M-V/def2-TZVPD

## Properties
total charge	0
structure (SMILES)	N#CCSc1nc2ccccc2c(=O)n1CC1CCCC1
molar mass	299.40	g/mol
relative energy (zero: lowest compared OMol25 entry of this formula, charge and spin)	3.7	kcal/mol
E_tot	-1257.6285	hartree

Geometry (Å):
N  -0.51038  4.00644  -0.65059
C  -0.09818  3.69012  0.36686
C  0.37613  3.26316  1.65286
S  -0.13764  1.53242  1.94741
C  0.80546  0.76189  0.66768
N  1.60703  1.52555  0.02055
C  2.36312  0.97893  -0.97987
C  3.21656  1.80074  -1.72187
C  3.99122  1.25295  -2.71816
C  3.93712  -0.11303  -2.99580
C  3.09827  -0.93254  -2.27587
C  2.30161  -0.39585  -1.26236
C  1.39845  -1.24699  -0.50008
O  1.26950  -2.44445  -0.64170
N  0.63745  -0.56951  0.46810
C  -0.32841  -1.35745  1.21104
C  -1.57196  -1.69399  0.37674
C  -2.57835  -2.48943  1.23581
C  -3.84008  -1.62105  1.34073
C  -3.35946  -0.20708  1.02744
C  -2.33579  -0.44288  -0.07739
H  1.46438  3.31169  1.69682
H  -0.08219  3.85108  2.44938
H  3.24224  2.85536  -1.49807
H  4.64936  1.88732  -3.29343
H  4.55401  -0.52472  -3.78005
H  3.03216  -1.99213  -2.47129
H  0.16732  -2.29107  1.49370
H  -0.60656  -0.80799  2.11274
H  -1.23669  -2.27828  -0.48246
H  -2.80068  -3.45658  0.78870
H  -2.16075  -2.67380  2.22601
H  -4.30842  -1.69603  2.32077
H  -4.57028  -1.92985  0.59157
H  -2.87655  0.23466  1.90057
H  -4.16778  0.45076  0.71307
H  -2.85385  -0.65448  -1.01388
H  -1.68741  0.41611  -0.24567

Charges obtained by natural (NBO) population analysis, quoted in units of e: N -0.30; C 0.28; C -0.63; S 0.28; C 0.33; N -0.56; C 0.26; C -0.24; C -0.17; C -0.23; C -0.14; C -0.23; C 0.67; O -0.60; N -0.45; C -0.21; C -0.24; C -0.40; C -0.40; C -0.40; C -0.41; H 0.28; H 0.27; H 0.23; H 0.22; H 0.22; H 0.24; H 0.24; H 0.21; H 0.23; H 0.22; H 0.20; H 0.21; H 0.20; H 0.19; H 0.22; H 0.21; H 0.21


(3)
Formula: C17H33N2O4P
Source: the Open Molecules 2025 dataset
Level of theory: wB97M-V/def2-TZVPD

## Properties
total charge	0
structure (SMILES)	COCCCC[C@@](C#N)(CC#N)P(C)C.COCCOCCOC
molar mass	360.44	g/mol
E_tot	-1419.2537	hartree

Geometry (Å):
C  -3.70178  4.70663  -4.09402
O  -2.81716  3.65702  -3.74654
C  -3.29855  2.35760  -4.00915
C  -3.77740  1.57490  -2.75096
C  -3.66554  2.30809  -1.40627
C  -2.60534  1.69013  -0.46699
C  -1.88211  2.66407  0.49153
C  -2.87076  3.51449  1.14606
N  -3.65912  4.18454  1.64892
C  -1.15383  1.85719  1.60361
C  0.11417  1.30443  1.14828
N  1.11252  0.84999  0.80496
P  -0.60360  3.83454  -0.28846
C  -1.58842  5.31608  -0.73830
C  -0.21302  3.07550  -1.91314
H  -3.65259  5.48826  -3.33830
H  -4.73535  4.36540  -4.15166
H  -3.41110  5.14676  -5.04982
H  -4.11255  2.40057  -4.73382
H  -2.49528  1.80326  -4.49663
H  -4.81665  1.29263  -2.91457
H  -3.23041  0.63423  -2.70334
H  -4.62039  2.22078  -0.89053
H  -3.49159  3.36823  -1.54002
H  -1.85883  1.13663  -1.03199
H  -3.10906  0.95094  0.16022
H  -1.80437  1.05275  1.94339
H  -0.96725  2.50727  2.45779
H  -2.63142  5.12554  -0.97474
H  -1.12883  5.79645  -1.59813
H  -1.56779  5.98983  0.11337
H  0.80658  2.70374  -1.86936
H  -0.27215  3.85599  -2.66724
H  -0.87992  2.28098  -2.23123
C  2.53239  -7.35378  3.21238
O  3.17445  -6.10164  3.16135
C  4.46513  -6.15903  2.57932
C  4.83983  -4.84704  1.92936
O  4.20512  -4.60584  0.68562
C  2.85483  -4.17071  0.69774
C  2.67244  -2.70792  1.02971
O  2.86443  -2.46562  2.41311
C  3.36057  -1.17035  2.68177
H  3.03941  -8.03790  3.90298
H  1.51672  -7.18587  3.56587
H  2.48683  -7.81730  2.22003
H  4.51096  -6.95583  1.82768
H  5.20062  -6.38150  3.36501
H  5.90426  -4.90350  1.68922
H  4.69670  -4.01483  2.62131
H  2.23821  -4.79756  1.34512
H  2.51092  -4.31113  -0.32991
H  1.65243  -2.40983  0.75309
H  3.37487  -2.11296  0.43564
H  4.28938  -0.98236  2.13094
H  3.57363  -1.11734  3.74868
H  2.62474  -0.40564  2.42105

Charges obtained by natural (NBO) population analysis, quoted in units of e: C -0.25; O -0.56; C -0.06; C -0.44; C -0.41; C -0.39; C -0.40; C 0.29; N -0.32; C -0.49; C 0.29; N -0.32; P 0.82; C -0.94; C -0.94; H 0.19; H 0.17; H 0.18; H 0.17; H 0.18; H 0.21; H 0.20; H 0.22; H 0.22; H 0.22; H 0.21; H 0.25; H 0.27; H 0.23; H 0.24; H 0.24; H 0.24; H 0.25; H 0.22; C -0.25; O -0.55; C -0.09; C -0.09; O -0.54; C -0.09; C -0.09; O -0.55; C -0.25; H 0.16; H 0.19; H 0.16; H 0.17; H 0.17; H 0.19; H 0.20; H 0.19; H 0.18; H 0.17; H 0.17; H 0.16; H 0.19; H 0.18


(4)
Formula: C3H7N3
Source: the Open Molecules 2025 dataset
Level of theory: wB97M-V/def2-TZVPD

## Properties
total charge	0
structure (SMILES)	[H]/N=C1\CCNN1
molar mass	85.11	g/mol
relative energy (zero: lowest compared OMol25 entry of this formula, charge and spin)	80.4	kcal/mol
E_tot	-282.6461	hartree

Geometry (Å):
H  -2.34683  0.08857  -1.27678
N  -2.00507  0.79005  -0.46629
C  -0.76788  0.54615  -0.21673
C  -0.01145  -0.69359  -0.87176
C  0.79571  -0.79375  0.41173
N  1.07875  0.57165  0.77810
N  -0.12396  1.25608  0.61760
H  0.59565  -0.69216  -1.71812
H  -0.91118  -1.46565  -0.84488
H  1.87633  -1.26969  0.53958
H  0.41339  -1.16690  1.27583
H  1.92771  1.04405  0.24499
H  -0.52117  1.78517  1.52674

Charges obtained by natural (NBO) population analysis, quoted in units of e: H 0.32; N -0.72; C 0.42; C -0.48; C -0.25; N -0.47; N -0.46; H 0.23; H 0.23; H 0.20; H 0.21; H 0.34; H 0.42


(5)
Formula: C16H11AsBrGdNO8S6
Source: the Open Molecules 2025 dataset
Level of theory: wB97M-V/def2-TZVPD

## Properties
⟨S²⟩	16.10
total charge	-1
molar mass	849.74	g/mol
relative energy (zero: lowest compared OMol25 entry of this formula, charge and spin)	0.0	kcal/mol
2S+1	8
E_tot	-9237.6385	hartree

Geometry (Å):
Gd  -0.27186  -0.84511  0.03371
Br  -3.70506  -0.64316  -0.10276
C  -3.05974  0.86394  0.85841
C  -3.89989  1.84662  1.34884
C  -3.29797  2.84162  2.10943
C  -1.93131  2.81879  2.35979
C  -1.17760  1.80922  1.79048
N  -1.76804  0.87802  1.04883
C  0.31669  1.62301  2.01115
O  0.88422  2.42814  2.73066
O  0.81400  0.59087  1.42303
H  -4.96216  1.83396  1.15495
H  -3.90891  3.63385  2.52511
H  -1.43664  3.55890  2.97226
O  2.59562  -0.42772  -0.59320
As  2.16422  -2.12926  -0.83973
O  3.37104  -2.98370  -1.52373
O  0.67870  -1.87217  -1.65789
C  2.10360  -2.57336  1.11082
C  3.42463  -2.51155  1.56201
C  3.74751  -2.85457  2.86426
C  2.76750  -3.28381  3.74534
C  1.44709  -3.36261  3.33702
C  1.11684  -3.00381  2.03296
S  -0.65253  -3.02200  1.75344
O  -0.79348  -3.11117  0.27771
O  -1.24633  -4.06466  2.52835
O  -1.04017  -1.63412  2.11789
H  3.25281  -0.22856  -1.27477
H  4.20702  -2.21189  0.87924
H  4.77954  -2.79139  3.18590
H  3.03656  -3.55881  4.75814
H  0.67391  -3.70014  4.01208
C  -2.89888  2.81559  -4.62850
S  -1.60989  3.81139  -3.85920
C  -0.29530  2.65822  -3.91980
C  -0.13872  1.52232  -3.12359
S  -1.21830  0.98440  -1.91166
S  1.26818  0.58968  -3.45511
C  1.91409  1.59012  -4.71185
S  3.35707  1.26751  -5.50529
S  0.91244  2.95229  -5.08998
H  -3.79809  3.43194  -4.65484
H  -3.09428  1.92471  -4.03399
H  -2.62815  2.53850  -5.64588

Charges obtained by Löwdin population analysis, quoted in units of e: Gd 1.42; Br 0.81; C -0.73; C -0.08; C -0.04; C 0.02; C -0.16; N -0.09; C -0.58; O 0.06; O -0.17; H 0.10; H 0.11; H 0.12; O -0.29; As 0.85; O -0.44; O -0.62; C -0.22; C -0.09; C -0.06; C -0.06; C -0.06; C -0.26; S 0.47; O -0.43; O -0.26; O -0.41; H 0.05; H 0.10; H 0.11; H 0.11; H 0.11; C -0.40; S 0.79; C -1.02; C -1.09; S 0.54; S 0.89; C -1.53; S 0.47; S 0.86; H 0.03; H 0.01; H 0.04